Formula: C5H41N2O13
Source: OMol25
Level of theory: ωB97M-V/def2-TZVPD

Results
- maximum force (eV/A) = 2.719
- net charge = +1

Cartesian coordinates (Å):
1 C 2.21 1.78 2.49
2 C 1.55 1.71 1.11
3 C 0.09 1.20 1.21
4 C -0.69 1.50 -0.08
5 C -0.27 0.83 -1.38
6 N -0.38 -0.67 -1.29
7 N 2.65 0.50 3.04
8 H 3.11 2.40 2.42
9 H 1.67 2.32 3.24
10 H 1.26 2.73 0.87
11 H 2.32 1.44 0.39
12 H -0.26 1.70 2.11
13 H 0.00 0.17 1.59
14 H -1.50 0.82 0.16
15 H -0.83 2.55 -0.26
16 H -0.89 1.19 -2.19
17 H 0.73 1.08 -1.79
18 H -0.61 -0.91 -0.32
19 H -1.16 -0.99 -1.93
20 H 0.38 -1.21 -1.70
21 H 3.50 0.16 2.64
22 H 1.99 0.07 3.65
23 H -3.00 -0.87 -2.24
24 H -2.57 -1.91 -3.24
25 O -2.46 -0.97 -3.04
26 H -4.04 -0.82 0.12
27 H -4.95 0.04 -0.63
28 O -4.08 -0.37 -0.73
29 H 3.13 2.47 -2.84
30 H 2.21 3.12 -1.87
31 O 2.50 2.23 -2.15
32 H 0.05 0.56 3.70
33 H -1.04 1.51 4.16
34 O -0.19 1.17 4.40
35 H -1.66 -3.60 -1.47
36 H -3.15 -3.46 -1.03
37 O -2.54 -3.33 -1.75
38 H -2.37 2.67 1.93
39 H -3.48 1.85 1.08
40 O -2.88 1.86 1.82
41 H 0.61 5.27 -1.60
42 H 0.36 3.75 -1.75
43 O 1.03 4.40 -1.54
44 H -2.29 -0.29 3.74
45 H -1.56 -1.12 4.77
46 O -1.91 -1.16 3.88
47 H 3.19 -1.87 -1.15
48 H 3.31 -3.44 -0.98
49 O 2.72 -2.72 -1.20
50 H 3.99 -0.20 -2.56
51 H 2.55 -0.07 -2.05
52 O 3.46 -0.15 -1.75
53 H 1.18 -1.61 -4.23
54 H -0.36 -1.44 -4.07
55 O 0.46 -1.67 -3.61
56 H -0.76 -2.14 0.77
57 H -1.74 -1.15 1.49
58 O -1.59 -1.65 0.69
59 H 1.53 -3.23 1.71
60 H 1.59 -2.69 0.18
61 O 1.03 -2.98 0.93

Formula: C5H42N2O14
Source: OMol25
Level of theory: ωB97M-V/def2-TZVPD

Results
- maximum force (eV/A) = 2.459

Cartesian coordinates (Å):
1 C -2.04 -1.34 0.69
2 C -0.85 -0.54 1.27
3 C -0.26 -1.22 2.48
4 C -1.21 -1.00 3.68
5 N 0.20 -0.30 0.23
6 C -0.22 0.12 -1.14
7 N 0.95 -0.01 -1.98
8 H -1.67 -2.35 0.52
9 H -2.79 -1.44 1.48
10 H -2.37 -0.94 -0.26
11 H -1.23 0.47 1.47
12 H 0.76 -0.97 2.75
13 H -0.24 -2.31 2.31
14 H -1.73 -1.95 3.89
15 H -0.66 -0.67 4.56
16 H -2.14 -0.44 3.53
17 H 0.68 -1.19 0.13
18 H -0.96 -0.52 -1.58
19 H -0.57 1.14 -1.03
20 H 0.97 -0.70 -2.71
21 H 1.34 0.87 -2.28
22 H -2.28 2.52 -0.20
23 H -1.52 2.70 1.05
24 O -1.54 3.06 0.16
25 H 0.88 1.21 1.44
26 H 1.30 2.19 2.52
27 O 0.61 2.05 1.86
28 H -0.56 -2.91 -3.52
29 H -0.19 -2.32 -2.22
30 O -0.40 -2.04 -3.13
31 H 2.02 3.22 -0.64
32 H 1.88 2.76 0.87
33 O 2.50 3.07 0.18
34 H 5.16 -0.99 0.47
35 H 4.81 -0.54 -0.88
36 O 5.53 -0.99 -0.42
37 H 2.73 -1.64 -2.06
38 H 4.21 -2.09 -1.58
39 O 3.30 -2.35 -1.74
40 H 2.57 -0.17 0.12
41 H 3.20 1.24 0.28
42 O 3.30 0.31 0.54
43 H -3.26 1.44 2.37
44 H -4.01 1.09 0.98
45 O -4.00 0.99 1.94
46 H 0.50 -4.36 -1.00
47 H -1.02 -4.24 -0.79
48 O -0.33 -4.18 -1.46
49 H -2.02 -0.32 -3.39
50 H -3.26 0.49 -3.85
51 O -2.65 0.37 -3.11
52 H -0.07 3.05 -0.93
53 H 0.10 4.10 -2.08
54 O 0.18 3.17 -1.87
55 H -3.07 0.98 -1.59
56 H -4.31 1.55 -0.93
57 O -3.37 1.40 -0.76
58 H 2.16 -3.10 -0.52
59 H 2.41 -3.46 0.94
60 O 1.69 -3.37 0.30
61 H -0.89 2.28 2.85
62 H -1.74 1.99 4.10
63 O -1.80 2.32 3.21

| no. | frontier orbital gap (eV) |
| --- | --- |
| 1 | 8.37 |
| 2 | 9.36 |